Entry 1:
The following is a DFT calculation (ωB97M-V/def2-TZVPD) of C5H10O2 in the gas phase.

Its gap between HOMO and LUMO is 10.65 eV. The SMILES is CO[C@H]1CO[C@H]1C. The value obtained for the LUMO energy is 1.0 eV. As for the molecular weight: 102.1 g/mol.

Element x y z (Å)
C: -0.65 -1.48 1.72
O: 0.11 -1.06 0.60
C: -0.60 -0.17 -0.20
C: -0.76 1.28 0.31
O: -0.17 1.80 -0.88
C: 0.22 0.48 -1.33
C: 1.72 0.30 -1.27
H: -0.91 -0.62 2.36
H: -1.57 -1.99 1.41
H: -0.03 -2.17 2.29
H: -1.55 -0.61 -0.54
H: -0.15 1.48 1.20
H: -1.78 1.65 0.46
H: -0.17 0.29 -2.34
H: 2.06 -0.53 -1.90
H: 2.19 1.22 -1.64
H: 2.06 0.13 -0.25

---

Entry 2:
The following is a DFT calculation (ωB97M-V/def2-TZVPD) of C6H10O in the gas phase.

Its gap between HOMO and LUMO is 9.40 eV. The SMILES is CC=C=C(O)CC. The value obtained for the LUMO energy is 0.8 eV. As for the molecular weight: 98.1 g/mol.

Element x y z (Å)
C: 2.12 -1.80 0.65
C: 0.62 -1.97 0.64
C: -0.13 -0.89 0.54
C: -0.40 0.39 0.39
O: -0.68 1.23 1.43
C: -0.46 1.07 -0.95
C: -1.81 1.72 -1.24
H: 2.40 -0.99 1.33
H: 2.46 -1.50 -0.35
H: 2.66 -2.70 0.94
H: 0.19 -2.97 0.67
H: -0.51 0.75 2.25
H: 0.33 1.84 -0.95
H: -0.20 0.34 -1.72
H: -1.80 2.22 -2.21
H: -2.05 2.45 -0.46
H: -2.60 0.96 -1.25

---

Entry 3:
The following is a DFT calculation (ωB97M-V/def2-TZVPD) of a molecular structure, CH4NO2Si in a non-equilibrium geometry.

Its gap between HOMO and LUMO is 7.94 eV. The value obtained for the LUMO energy is 4.3 eV. The total charge is -1. As for the molecular weight: 90.1 g/mol.

Element x y z (Å)
C: -1.38 0.88 -0.01
N: -2.47 0.11 -0.06
O: -3.68 0.47 0.07
O: -2.19 -1.15 -0.18
Si: -0.05 -0.41 0.05
H: -1.37 1.95 -0.27
H: 0.34 -1.11 -1.26
H: 0.04 -1.46 1.01
H: 1.09 0.46 0.49

---

Entry 4:
The following is a DFT calculation (ωB97M-V/def2-TZVPD) of C3H5N5 in the gas phase in a non-equilibrium geometry.

Its gap between HOMO and LUMO is 8.53 eV. The SMILES is [H]/N=C1C=N/C(=N/[H])N/1N. The value obtained for the LUMO energy is -0.9 eV. As for the molecular weight: 111.1 g/mol.

Element x y z (Å)
H: -2.68 1.01 -0.35
N: -2.41 0.02 -0.14
C: -1.16 -0.20 -0.08
C: -0.54 -1.51 0.08
N: 0.77 -1.65 0.19
C: 1.14 -0.26 0.11
N: 2.36 0.14 -0.27
H: 2.23 1.21 -0.29
N: 0.05 0.57 -0.03
N: 0.09 1.95 0.23
H: -1.25 -2.30 -0.16
H: -0.21 2.50 -0.65
H: -0.64 2.14 1.00

---

Number 1: energy -9440.5279 eV. Number 2: energy -8429.8331 eV. Number 3: energy -14562.1361 eV. Number 4: energy -10639.9089 eV.